# 1
Density functional theory data (ωB97M-V/def2-TZVPD) for a structure of composition C23H19N8O4PtSSe.

Values from the calculation:
- orbital gap (spin up / spin down) (eV) = 4.24 / 5.12
- energy above the lowest of the compared OMol25 structures with the same formula, charge and spin (kcal per mole) = 6.6

```
! RIJCOSX wB97M-V def2-TZVPD def2/J DEFGRID3
* xyz -1 3
Pt -0.63 1.04 0.17
N 4.17 -0.52 5.23
C 3.82 -0.30 3.90
C 3.19 -1.30 3.16
C 2.87 -1.10 1.83
C 3.18 0.11 1.23
C 3.81 1.13 1.95
C 4.13 0.92 3.28
S 2.68 0.41 -0.42
O 2.19 -0.82 -0.96
O 3.69 1.16 -1.10
N 1.36 1.36 -0.23
C 1.30 2.69 -0.02
N 2.31 3.56 0.11
C 1.95 4.81 0.35
C 0.63 5.23 0.49
C -0.35 4.26 0.38
N -0.02 3.02 0.11
H 3.65 -1.23 5.70
H 4.30 0.31 5.79
H 2.92 -2.23 3.65
H 2.36 -1.86 1.25
H 4.02 2.07 1.47
H 4.60 1.71 3.86
H 2.76 5.52 0.45
H 0.38 6.26 0.69
H -1.40 4.47 0.50
Se 0.13 1.57 2.82
C -0.26 0.22 3.97
N -0.49 -0.63 4.72
O -2.65 2.04 -1.58
C -3.22 1.69 -0.54
O -2.65 1.14 0.50
H -4.29 1.84 -0.43
C -0.34 -3.12 0.92
C -0.46 -1.75 1.10
N -0.78 -0.96 0.05
C -1.07 -1.48 -1.14
C -1.03 -2.87 -1.41
C -0.59 -3.67 -0.32
C -1.30 -3.45 -2.68
C -2.04 -3.01 -3.78
C -3.06 -2.03 -3.91
C -3.66 -1.79 -5.18
C -4.69 -0.90 -5.27
N -5.17 -0.21 -4.21
C -4.53 -0.48 -3.07
N -3.52 -1.32 -2.84
H -0.04 -3.73 1.76
H -0.29 -1.28 2.06
H -1.30 -0.79 -1.93
H -0.49 -4.74 -0.47
H -0.82 -4.42 -2.81
H -1.90 -3.60 -4.68
H -3.31 -2.33 -6.06
H -5.17 -0.69 -6.22
H -4.90 0.05 -2.19
*
```

# 2
Density functional theory data (ωB97M-V/def2-TZVPD) for an isolated molecule of C2H6O at a distorted geometry.

Values from the calculation:
- orbital gap (eV) = 11.25
- SMILES = CCO
- energy above the lowest of the compared OMol25 structures with the same formula, charge and spin (kcal per mole) = 12.4

```
! RIJCOSX wB97M-V def2-TZVPD def2/J DEFGRID3
* xyz 0 1
C -0.85 -0.07 0.39
C 0.59 -0.34 -0.14
O 1.28 0.85 -0.54
H -1.29 -1.10 0.51
H -1.38 0.57 -0.26
H -0.93 0.41 1.43
H 1.28 -0.72 0.67
H 0.71 -1.03 -0.97
H 0.59 1.44 -1.08
*
```

# 3
Density functional theory data (ωB97M-V/def2-TZVPD) for an isolated molecule of C24H33NO4.

Values from the calculation:
- orbital gap (eV) = 8.70
- SMILES = COc1ccc([C@@H](CCN(Cc2ccc(OC)c(OC)c2)C(C)=O)C(C)C)cc1
- energy above the lowest of the compared OMol25 structures with the same formula, charge and spin (kcal per mole) = 0.0

```
! RIJCOSX wB97M-V def2-TZVPD def2/J DEFGRID3
* xyz 0 1
C 2.17 -5.57 3.63
O 1.82 -4.21 3.58
C 1.71 -3.60 2.37
C 1.36 -2.25 2.38
C 1.22 -1.54 1.21
C 1.42 -2.16 -0.03
C 1.29 -1.41 -1.33
C 0.04 -0.54 -1.38
C -1.23 -1.36 -1.14
N -2.44 -0.56 -1.19
C -2.86 0.06 0.06
C -1.96 1.19 0.46
C -1.18 1.15 1.61
C -0.32 2.20 1.89
C -0.20 3.30 1.05
O 0.71 4.22 1.47
C 0.85 5.47 0.84
C -1.00 3.35 -0.11
O -0.89 4.44 -0.94
C -1.73 4.52 -2.06
C -1.86 2.30 -0.37
C -3.11 -0.25 -2.32
C -2.67 -0.94 -3.60
O -4.05 0.53 -2.32
C 2.56 -0.59 -1.67
C 3.75 -1.52 -1.89
C 2.92 0.45 -0.61
C 1.77 -3.50 -0.03
C 1.91 -4.22 1.14
H 1.43 -6.19 3.12
H 3.15 -5.74 3.18
H 2.20 -5.83 4.68
H 1.20 -1.78 3.34
H 0.94 -0.50 1.26
H 1.20 -2.16 -2.13
H -0.02 -0.05 -2.36
H 0.09 0.25 -0.63
H -1.30 -2.17 -1.88
H -1.18 -1.82 -0.15
H -2.88 -0.71 0.84
H -3.87 0.43 -0.11
H -1.25 0.31 2.28
H 0.29 2.18 2.78
H 1.59 6.01 1.43
H 1.21 5.37 -0.19
H -0.09 6.02 0.83
H -1.54 3.71 -2.77
H -1.49 5.48 -2.53
H -2.78 4.51 -1.78
H -2.48 2.31 -1.25
H -1.63 -0.74 -3.82
H -3.29 -0.57 -4.41
H -2.81 -2.02 -3.51
H 2.36 -0.07 -2.61
H 4.63 -0.95 -2.18
H 3.98 -2.06 -0.97
H 3.54 -2.25 -2.67
H 3.17 -0.03 0.33
H 2.10 1.15 -0.45
H 3.78 1.02 -0.94
H 1.92 -4.01 -0.97
H 2.18 -5.27 1.08
*
```

# 4
Density functional theory data (ωB97M-V/def2-TZVPD) for a structure of composition C41H34AuN8O3P2Se2.

Values from the calculation:
- orbital gap (eV) = 5.30

```
! RIJCOSX wB97M-V def2-TZVPD def2/J DEFGRID3
* xyz 1 1
Au 0.35 -0.04 0.29
O -1.86 1.82 -0.03
C -3.08 1.08 -0.01
C -2.75 -0.38 0.30
O -3.59 -1.24 0.30
O -1.49 -0.75 0.61
C -4.01 1.67 1.05
C -4.08 3.06 1.13
C -4.91 3.67 2.06
C -5.69 2.90 2.91
C -5.64 1.52 2.81
C -4.81 0.90 1.89
C -3.72 1.16 -1.40
C -4.98 0.58 -1.61
C -5.58 0.67 -2.85
C -4.94 1.32 -3.90
C -3.69 1.90 -3.69
C -3.09 1.81 -2.44
H -1.82 2.26 0.83
H -3.52 3.68 0.43
H -4.96 4.75 2.10
H -6.34 3.38 3.63
H -6.25 0.91 3.46
H -4.78 -0.17 1.82
H -5.48 0.07 -0.80
H -6.55 0.22 -3.01
H -5.41 1.39 -4.87
H -3.19 2.41 -4.50
H -2.12 2.27 -2.29
Se 7.40 1.28 -0.96
P 6.19 -0.41 -0.88
C 6.73 -1.61 0.35
C 6.09 -1.71 1.58
C 6.56 -2.57 2.56
C 7.69 -3.34 2.31
C 8.37 -3.21 1.10
C 7.91 -2.34 0.13
C 5.95 -1.23 -2.48
C 5.34 -0.47 -3.48
C 5.19 -0.99 -4.75
C 5.67 -2.26 -5.05
C 6.29 -3.01 -4.07
C 6.42 -2.51 -2.78
C 4.44 -0.04 -0.46
C 3.28 -0.74 -0.15
N 2.28 0.19 -0.21
N 2.78 1.36 -0.55
N 4.06 1.24 -0.71
P 2.75 -2.42 0.17
Se 0.55 -2.35 -0.23
C 2.93 -2.83 1.90
C 2.88 -1.79 2.83
C 2.90 -2.07 4.18
C 2.96 -3.39 4.61
C 3.00 -4.43 3.69
C 2.97 -4.15 2.33
C 3.51 -3.65 -0.87
C 4.59 -4.41 -0.40
C 5.11 -5.41 -1.20
C 4.58 -5.65 -2.46
C 3.53 -4.88 -2.94
C 2.99 -3.88 -2.15
H 5.24 -1.08 1.79
H 6.05 -2.64 3.51
H 8.06 -4.01 3.07
H 9.27 -3.78 0.93
H 8.47 -2.20 -0.78
H 5.00 0.53 -3.26
H 4.71 -0.39 -5.52
H 5.57 -2.65 -6.05
H 6.67 -4.00 -4.30
H 6.89 -3.11 -2.02
H 2.83 -0.75 2.50
H 2.87 -1.26 4.90
H 2.98 -3.61 5.67
H 3.03 -5.45 4.03
H 2.98 -4.97 1.62
H 5.01 -4.22 0.57
H 5.94 -6.01 -0.84
H 4.99 -6.44 -3.08
H 3.13 -5.06 -3.93
H 2.15 -3.30 -2.51
N 3.24 3.72 2.56
N 2.19 3.22 1.83
N 1.55 3.96 0.95
C 0.61 3.12 0.54
N 0.67 1.96 1.21
N 1.72 2.04 2.03
H 3.72 4.39 1.97
H 3.84 2.94 2.81
H -0.12 3.35 -0.21
*
```